1.
Computed, not measured: C2H3ClO2 in the gas phase at a distorted geometry, with the ωB97M-V functional and the def2-TZVPD basis.

Properties
- SMILES: C=C(Cl)OO
- LUMO energy: 0.493 eV
- Net charge: 0

XYZ file:
```
8
Properties=species:S:1:pos:R:3:mulliken_charge:R:1
C -0.98233 0.93783 0.03501 -0.6605
C 0.12321 0.21904 -0.16035 0.4785
O 0.69786 -1.96712 0.18849 -0.2916
O 0.00748 -1.02261 -0.66603 -0.1669
Cl 1.71809 0.88799 -0.33366 -0.1976
H -1.22125 2.02073 0.40440 0.2460
H -1.88835 0.37822 0.13986 0.2594
H 1.54529 -1.45408 0.39226 0.3328
```

2.
Computed, not measured: 2 unconnected molecules or ions with the total composition C2H3ClO2 at a distorted geometry, with the ωB97M-V functional and the def2-TZVPD basis.

Properties
- LUMO energy: 0.232 eV
- Net charge: 0

XYZ file:
```
8
Properties=species:S:1:pos:R:3:mulliken_charge:R:1
C 2.50815 -0.00345 -0.22889 0.0465
C -1.27712 -0.32387 -0.02899 0.0539
O 3.48204 0.01507 -0.89476 -0.3815
O -1.53989 0.21842 -1.17560 -0.2039
Cl -2.43438 -1.34524 0.57547 -0.1149
H 1.55509 0.35520 -0.65515 0.1535
H 2.46711 -0.49747 0.89188 0.1913
H -2.41013 -0.02631 -1.44378 0.2550
```

3.
Computed, not measured: 2 unconnected molecules or ions with the total composition C2H3ClO2S at a distorted geometry, with the ωB97M-V functional and the def2-TZVPD basis.

Properties
- SMILES: C=C=O.OSCl
- LUMO energy: 0.056 eV
- Net charge: 0

XYZ file:
```
9
Properties=species:S:1:pos:R:3:mulliken_charge:R:1
C 1.75101 -1.13474 1.22656 0.7496
C 0.93324 -0.21308 0.79751 -0.6905
O 2.45967 -1.97885 1.60772 -0.3477
O -2.43164 0.64250 -0.71319 -0.4322
S -1.39684 0.20818 -1.87032 0.1937
Cl -0.48108 1.95840 -2.31556 -0.1279
H 1.45186 0.50335 0.19509 0.2752
H -0.16800 -0.36113 0.79826 -0.0137
H -2.11822 0.37538 0.27393 0.3937
```

It is found that the relative energy (zero: lowest compared OMol25 entry of this formula, charge and spin) values, taken in the order of the records, are 4.1444; 3.5899; 1.5958 eV.
It is found that the frontier orbital gap values, taken in the order of the records, are 10.550; 9.773; 9.168 eV.